No. 1
{
  "formula": "C2H5N3OS2",
  "method": "ωB97M-V/def2-TZVPD",
  "fmax_ha_per_bohr": 0.0257,
  "smiles": "NNC(=O)C(=S)NS",
  "e_above_lowest_ev": 0.932,
  "mol_weight_g_mol": 151.22,
  "e_tot_ev": -30342.3359,
  "lumo_ev": -0.31,
  "elements": ["C", "C", "H", "H", "H", "H", "H", "N", "N", "N", "O", "S", "S"],
  "coordinates": [[0.541154, 0.809568, -0.120484], [-0.661668, -0.140935, -0.056873], [1.839391, -1.218907, 1.228869], [1.997900, -1.596413, -0.326389], [2.539812, 1.062965, -0.028468], [-1.611677, 1.610850, 0.035950], [-3.311300, -0.760972, -0.856588], [2.290687, -0.930996, 0.393818], [1.804111, 0.341202, 0.034317], [-1.747358, 0.592687, 0.102927], [0.343335, 1.982240, -0.329086], [-0.666695, -1.785798, -0.284623], [-3.357695, 0.034506, 0.206635]],
  "forces_ev_per_angstrom": [[0.78, -1.07, 0.12], [0.35, -0.91, -0.19], [-0.41, -0.30, 0.90], [0.15, 0.25, 0.27], [-0.84, -0.63, 0.03], [0.05, -0.55, 0.02], [0.06, -0.27, -0.36], [0.03, 0.15, -1.20], [0.72, 0.57, 0.00], [-0.94, 0.88, 0.11], [-0.27, 1.03, -0.14], [0.04, 0.57, 0.09], [0.29, 0.28, 0.36]],
  "nbo_charge": [0.600, 0.007, 0.354, 0.371, 0.400, 0.448, 0.127, -0.626, -0.440, -0.691, -0.614, -0.155, 0.220]
}


No. 2
{
  "formula": "C5H8O",
  "method": "ωB97M-V/def2-TZVPD",
  "fmax_ha_per_bohr": 0.0295,
  "smiles": "C=C/C(O)=C/C",
  "e_above_lowest_ev": 1.613,
  "mol_weight_g_mol": 84.12,
  "e_tot_ev": -7360.6427,
  "lumo_ev": 0.85,
  "elements": ["C", "C", "C", "O", "C", "C", "H", "H", "H", "H", "H", "H", "H", "H"],
  "coordinates": [[0.013886, 1.281188, -1.960393], [0.519591, 0.617050, -0.719014], [-0.252737, 0.029869, 0.186243], [-1.625742, 0.274292, 0.201683], [0.156249, -0.847089, 1.283785], [1.253481, -1.598854, 1.277314], [0.441671, 0.791793, -2.813716], [-1.072552, 1.307816, -1.971403], [0.320791, 2.281098, -2.109240], [1.595230, 0.607947, -0.600670], [-1.745128, 1.226905, 0.117713], [-0.657930, -1.077429, 1.958020], [1.994611, -1.541737, 0.491219], [1.412428, -2.295388, 2.093123]],
  "forces_ev_per_angstrom": [[-0.49, -0.33, 0.66], [0.46, 0.31, -0.34], [-0.36, 0.79, 0.36], [0.09, -0.20, 0.09], [-0.25, -0.82, -0.82], [-0.10, 0.10, 0.46], [-0.18, -0.64, -0.62], [-0.04, -0.35, -0.39], [0.55, 1.38, 0.32], [0.05, -0.39, 0.08], [-0.10, -0.17, -0.13], [0.18, 0.27, 0.46], [0.03, 0.04, 0.03], [0.15, 0.02, -0.14]],
  "nbo_charge": [-0.644, -0.249, 0.251, -0.704, -0.241, -0.355, 0.222, 0.212, 0.212, 0.204, 0.479, 0.217, 0.195, 0.200]
}


No. 3
{
  "formula": "C2H8FN2PS",
  "method": "ωB97M-V/def2-TZVPD",
  "fmax_ha_per_bohr": 0.0793,
  "smiles": "CCN[P@](N)(F)=S",
  "e_above_lowest_ev": 1.296,
  "mol_weight_g_mol": 142.14,
  "e_tot_ev": -28026.3200,
  "lumo_ev": 0.46,
  "elements": ["C", "C", "N", "N", "F", "P", "S", "H", "H", "H", "H", "H", "H", "H", "H"],
  "coordinates": [[1.777725, -0.716246, -0.125150], [0.930325, -0.291356, 1.113794], [-1.337106, 0.678667, -1.539346], [-0.024857, 0.737137, 0.788103], [-2.629393, 1.404784, 0.689569], [-1.438073, 0.086970, 0.033029], [-2.050366, -1.822677, 0.216780], [2.519263, 0.113845, -0.386208], [2.503827, -1.466330, 0.283306], [0.970336, -0.941693, -0.926461], [0.416602, -1.195669, 1.351945], [1.480435, 0.134285, 2.048733], [-1.528736, 1.759600, -1.579771], [-2.031937, 0.198710, -2.034504], [0.441961, 1.319976, 0.066180]],
  "forces_ev_per_angstrom": [[0.59, 1.39, 1.10], [2.04, 0.43, 1.13], [0.26, 2.77, 1.43], [-1.67, -0.38, -1.91], [2.41, -3.02, -1.30], [-1.89, 2.25, 1.50], [0.99, 2.86, -0.12], [-1.39, -0.73, -0.27], [-1.08, -0.24, -1.09], [2.13, -0.18, 0.96], [-0.49, -0.47, 0.87], [-0.38, -1.24, -1.72], [0.43, -2.77, 0.14], [-1.22, -0.63, -1.38], [-0.73, -0.05, 0.66]],
  "nbo_charge": [-0.649, -0.240, -1.181, -0.915, -0.612, 1.778, -0.489, 0.205, 0.231, 0.231, 0.217, 0.201, 0.425, 0.404, 0.392]
}


No. 4
{
  "formula": "C19H26N7O4PdS3",
  "method": "ωB97M-V/def2-TZVPD",
  "fmax_ha_per_bohr": 0.0046,
  "e_above_lowest_ev": 0.075,
  "total_charge": 1,
  "mol_weight_g_mol": 619.08,
  "e_tot_ev": -74728.3848,
  "lumo_ev": -3.60,
  "elements": ["Pd", "C", "C", "N", "N", "C", "N", "S", "C", "C", "C", "C", "C", "N", "H", "H", "H", "H", "H", "H", "H", "H", "H", "H", "C", "C", "C", "C", "C", "C", "C", "S", "O", "O", "N", "C", "C", "C", "O", "O", "H", "H", "H", "H", "H", "H", "H", "H", "H", "H", "H", "H", "N", "C", "N", "S", "H", "H", "H", "H"],
  "coordinates": [[-0.101946, -0.496945, -0.303521], [1.226041, 3.350200, 1.005253], [1.061830, 1.933737, 0.576318], [-0.012210, 1.451906, 0.071279], [-1.173631, 2.203052, -0.003539], [-2.271132, 1.495708, -0.420942], [-3.424244, 2.135760, -0.346900], [-2.199243, -0.075520, -1.062196], [2.144489, 0.936793, 0.753802], [3.337280, 1.250941, 1.364280], [4.270588, 0.240433, 1.584493], [3.978502, -1.039330, 1.169090], [2.751018, -1.287120, 0.561569], [1.860549, -0.329872, 0.360318], [0.471428, 3.988084, 0.550404], [2.206916, 3.717898, 0.709038], [1.167132, 3.440992, 2.093472], [-1.351357, 2.672468, 0.884346], [-3.485641, 3.096323, -0.051307], [-4.276079, 1.645000, -0.561227], [3.533433, 2.254207, 1.711629], [5.194670, 0.468001, 2.096654], [4.669437, -1.855529, 1.322526], [2.466407, -2.281064, 0.243877], [1.866698, 7.501312, 2.593761], [2.220700, 6.197030, 3.252294], [1.350392, 5.609470, 4.170880], [1.667613, 4.413453, 4.792379], [2.864068, 3.777027, 4.487802], [3.748177, 4.348910, 3.584411], [3.422182, 5.551885, 2.974027], [3.341416, 2.277602, 5.310974], [4.118292, 1.548760, 4.343364], [3.885832, 2.625982, 6.586286], [1.976220, 1.472315, 5.604377], [1.277188, 0.647315, 4.623118], [-0.007175, 1.289645, 4.119533], [-0.647528, 0.556465, 2.941662], [-1.629408, 1.104546, 2.396338], [-0.112901, -0.535963, 2.593330], [1.619904, 8.257245, 3.339738], [0.995331, 7.390112, 1.945535], [2.690554, 7.877134, 1.989801], [0.417155, 6.103901, 4.413989], [0.986430, 3.974001, 5.509561], [4.690607, 3.860063, 3.372851], [4.120886, 6.003676, 2.280787], [1.692497, 1.483129, 6.571072], [1.078888, -0.330503, 5.060030], [1.964651, 0.469955, 3.797593], [0.184162, 2.320433, 3.813552], [-0.754904, 1.353881, 4.914555], [-1.828412, -4.537780, 0.391768], [-1.301638, -3.320482, 0.567047], [-1.615952, -2.615608, 1.631665], [-0.209532, -2.780537, -0.655645], [-2.374687, -4.987037, 1.106935], [-1.670777, -5.029194, -0.470246], [-2.290275, -2.972367, 2.290382], [-1.094490, -1.749496, 1.892181]],
  "forces_ev_per_angstrom": [[0.18, -0.05, -0.09], [0.00, 0.02, 0.00], [0.01, 0.01, -0.02], [-0.01, 0.00, -0.01], [0.02, -0.01, 0.01], [-0.02, 0.00, -0.03], [-0.01, 0.01, -0.02], [-0.08, -0.04, 0.06], [-0.02, -0.01, -0.01], [0.01, -0.02, 0.02], [0.02, 0.02, 0.00], [-0.01, -0.01, 0.00], [0.01, 0.01, 0.00], [-0.03, -0.01, 0.06], [0.00, 0.00, 0.01], [0.01, 0.00, -0.01], [-0.01, -0.01, 0.02], [-0.01, -0.02, 0.08], [0.01, 0.00, 0.01], [0.00, 0.00, 0.00], [-0.01, 0.02, 0.01], [-0.01, -0.01, 0.01], [0.00, 0.00, 0.00], [-0.01, 0.00, 0.00], [0.00, 0.00, 0.00], [0.00, 0.00, 0.00], [0.01, 0.00, -0.01], [-0.01, -0.02, 0.00], [-0.02, -0.01, 0.00], [0.00, -0.01, -0.02], [-0.01, 0.00, 0.01], [0.02, 0.06, -0.02], [0.02, -0.01, -0.03], [0.00, 0.00, 0.01], [-0.03, 0.00, 0.02], [0.01, 0.00, -0.02], [0.02, -0.04, 0.03], [0.00, 0.06, 0.06], [0.06, 0.04, -0.06], [-0.21, -0.08, -0.05], [0.00, 0.00, 0.00], [0.00, 0.00, 0.00], [0.00, 0.00, 0.00], [0.00, 0.00, 0.00], [0.01, 0.00, 0.00], [0.00, 0.00, 0.01], [0.01, 0.01, -0.01], [0.01, -0.03, 0.01], [-0.02, 0.01, 0.00], [0.00, 0.00, -0.01], [-0.01, 0.02, -0.01], [0.01, 0.00, 0.01], [-0.03, 0.03, 0.01], [-0.06, -0.05, 0.11], [0.13, 0.01, -0.14], [0.00, 0.04, -0.07], [0.00, 0.00, 0.00], [0.02, 0.00, 0.00], [-0.01, -0.01, 0.01], [0.04, 0.08, 0.09]],
  "nbo_charge": [0.647, -0.694, 0.304, -0.249, -0.453, 0.354, -0.726, 0.001, 0.203, -0.212, -0.117, -0.212, 0.084, -0.455, 0.242, 0.258, 0.270, 0.436, 0.418, 0.432, 0.248, 0.254, 0.244, 0.231, -0.635, -0.009, -0.219, -0.182, -0.360, -0.214, -0.167, 2.352, -0.971, -0.920, -0.904, -0.224, -0.528, 0.791, -0.793, -0.810, 0.234, 0.221, 0.224, 0.223, 0.234, 0.241, 0.213, 0.429, 0.218, 0.221, 0.208, 0.231, -0.767, 0.356, -0.761, -0.139, 0.407, 0.425, 0.399, 0.470]
}


No. 5
{
  "formula": "C4H11NP",
  "method": "ωB97M-V/def2-TZVPD",
  "fmax_ha_per_bohr": 0.0833,
  "e_above_lowest_ev": 3.158,
  "total_charge": 1,
  "mol_weight_g_mol": 104.11,
  "e_tot_ev": -15095.1815,
  "lumo_ev": -6.23,
  "elements": ["C", "C", "C", "C", "N", "P", "H", "H", "H", "H", "H", "H", "H", "H", "H", "H", "H"],
  "coordinates": [[0.098014, 0.594709, -0.983546], [-0.834893, -0.194757, -0.219485], [-0.459990, -1.601254, -0.076164], [1.911727, 0.488758, 0.755992], [0.961918, 1.266159, -0.059255], [-2.179798, 0.538915, 0.417797], [0.832986, -0.073824, -1.473983], [-0.170772, 1.298507, -1.811242], [-1.310173, -2.101328, -0.471919], [-0.469193, -1.809295, 1.008392], [0.459768, -1.891625, -0.598478], [2.684068, 0.137025, 0.067364], [2.395691, 1.188755, 1.374549], [1.581812, -0.470142, 1.281872], [0.463798, 2.034941, 0.476385], [-2.984351, -0.372975, 0.951019], [-2.980610, 0.967423, -0.639291]],
  "forces_ev_per_angstrom": [[2.76, 0.80, -3.18], [0.78, -1.12, -1.67], [0.55, 0.44, 1.63], [-0.25, -1.50, -1.35], [-1.12, 1.40, 2.57], [-1.28, 2.38, 0.87], [-0.76, -0.03, -0.20], [-0.71, -0.47, 1.00], [-0.77, -0.93, -0.42], [0.27, -0.57, -0.29], [-0.31, 0.15, 0.45], [0.05, -0.03, -0.07], [0.44, 0.54, 1.21], [-0.08, 1.56, -0.24], [0.96, -1.39, -0.74], [-0.88, -1.62, 0.82], [0.37, 0.39, -0.37]],
  "nbo_charge": [-0.355, 0.005, -0.698, -0.437, -0.516, 0.556, 0.228, 0.261, 0.290, 0.277, 0.259, 0.212, 0.239, 0.182, 0.385, 0.026, 0.085]
}